DFT (the ωB97M-V functional and the def2-TZVPD basis) results for C4H6O2 as an isolated structure at a distorted geometry.

Atoms and positions in Å:
O: 0.1500 -1.3617 -1.3330
C: 0.0964 -0.3807 -0.3750
C: -1.0839 -0.1264 0.4500
C: -0.3953 1.0097 -0.4719
O: 0.7133 1.5692 0.2125
C: 1.3084 0.2530 0.3131
H: -0.0413 -2.1891 -0.8743
H: -2.0254 -0.4798 0.0170
H: -1.0707 0.1017 1.5057
H: -1.3558 1.4717 -0.5440
H: 1.4709 -0.0285 1.3610
H: 2.2334 0.1609 -0.2610

For the energy above the lowest of the compared OMol25 structures with the same formula, charge and spin, the calculation gives 90.9 kcal per mole.

DFT (the ωB97M-V functional and the def2-TZVPD basis) results for C39H42Br6N2O13 as an isolated structure at a distorted geometry.

Atoms and positions in Å:
C: 0.6532 8.7045 10.0290
Br: -0.0706 7.3416 11.3139
Br: 0.0329 10.5572 10.5042
Br: 0.2862 8.3240 8.1477
H: 1.7111 8.7513 10.2646
C: -4.8298 9.2773 11.7421
Br: -4.6274 9.2181 9.7962
Br: -5.5680 10.9753 12.3776
Br: -3.1875 8.9360 12.6823
H: -5.5896 8.5467 12.0057
C: -7.1048 8.5509 14.1990
C: -7.6101 7.5240 13.4452
C: -6.9139 6.3540 13.3460
C: -5.7207 6.1917 14.0796
C: -5.3121 7.2005 14.9338
C: -5.9591 8.4438 14.9426
O: -5.3798 9.5401 15.5412
O: -7.4108 5.2524 12.7326
H: -7.6942 9.4493 14.3316
H: -8.5789 7.5470 12.9633
H: -5.2466 5.2201 14.1024
H: -4.3331 7.1941 15.3974
H: -4.7921 9.2424 16.2607
H: -8.2986 5.3393 12.3782
C: 2.3046 4.7818 20.9779
C: 1.4712 5.6721 20.3582
C: 0.7610 5.1984 19.2224
C: 0.8938 3.8836 18.7598
C: 1.6784 3.0021 19.4766
C: 2.4436 3.4526 20.5623
O: 3.1918 2.5545 21.2325
O: 0.0321 6.0860 18.4862
H: 2.8727 5.0506 21.8602
H: 1.2903 6.6985 20.6426
H: 0.5122 3.5922 17.7909
H: 1.8357 1.9962 19.1120
H: 3.1997 2.6989 22.1817
H: -0.0507 5.7336 17.5916
C: -3.3694 0.9027 13.4412
C: -3.6366 1.5438 14.6630
C: -3.2422 2.9170 14.8079
C: -2.8799 3.6660 13.6824
C: -2.6915 3.0182 12.4536
C: -2.8819 1.6672 12.3501
O: -2.4039 0.8968 11.2977
O: -3.4450 3.4726 16.0076
H: -3.5109 -0.1604 13.3024
H: -4.0501 0.9929 15.4951
H: -2.7033 4.7309 13.7534
H: -2.3635 3.5479 11.5694
H: -2.6876 -0.0021 11.4789
H: -3.1557 4.3923 15.9599
C: 1.1936 4.3580 13.8377
C: 0.5779 3.3826 14.6667
C: 0.5169 2.0987 14.1373
C: 1.1930 1.7252 12.9916
C: 1.8336 2.7179 12.2372
C: 1.7453 4.0389 12.6128
O: 2.3614 4.9488 11.8023
O: -0.1063 1.0824 14.8016
H: 1.1822 5.4052 14.0993
H: 0.0542 3.7327 15.5459
H: 1.2288 0.7356 12.5608
H: 2.2758 2.4058 11.3004
H: 2.5781 4.6359 10.9225
H: -0.6571 1.4459 15.5021
C: -2.6284 11.8209 15.8945
C: -3.5332 12.7053 15.2994
C: -3.1942 13.3717 14.0992
C: -2.0755 12.9966 13.4644
C: -1.2651 11.9936 13.9328
C: -1.4898 11.4429 15.1764
O: -0.5744 10.5479 15.6856
O: -4.1434 14.2940 13.6135
H: -2.7463 11.5365 16.9311
H: -4.4487 12.9569 15.8156
H: -1.9133 13.3355 12.4486
H: -0.4343 11.7380 13.2901
H: -0.5172 10.5017 16.6429
H: -4.3431 14.1639 12.6822
C: -3.2815 5.3196 18.3392
C: -3.9702 6.3991 17.9320
C: -3.4526 7.7164 18.1381
C: -2.2010 7.8267 18.7274
C: -1.4987 6.6988 19.1558
C: -2.0325 5.4255 18.8995
O: -1.3186 4.3306 19.2719
O: -4.0479 8.8707 17.6667
H: -3.6465 4.3007 18.3652
H: -4.9150 6.2110 17.4402
H: -1.7902 8.8161 18.8861
H: -0.5760 6.8330 19.7034
H: -0.4544 4.6300 19.5700
H: -3.8857 9.5450 18.3332
C: -1.6227 6.5978 15.5863
O: -1.7378 5.6162 16.3281
N: -1.8803 7.8202 16.0134
N: -1.1724 6.5644 14.3475
H: -1.8940 8.7017 15.5276
H: -2.0656 7.8170 17.0073
H: -0.9493 5.7026 13.8795
H: -1.1076 7.5077 14.0043

Its total energy is -18042.78535 hartree.

DFT (the ωB97M-V functional and the def2-TZVPD basis) results for C4H6LiNaO as an isolated structure at a distorted geometry.

Atoms and positions in Å:
O: -0.3345 -0.9622 2.3115
C: 0.1636 0.1643 2.3177
C: 1.0969 0.5305 1.2691
Li: -1.7522 -2.3557 2.1572
Na: -0.9909 -1.8486 -0.8699
H: -0.0506 0.9027 3.0893
H: 1.8492 -0.2194 1.0684
H: 1.3564 1.5778 1.2364
C: 0.5120 0.2041 -1.8769
C: -0.7770 0.5015 -2.5489
H: 1.4416 0.3972 -2.3907
H: -0.7366 0.7954 -3.5967
H: -1.7781 0.3124 -2.1665

As for the multiplicity: 2. As for the charge: +1. For the energy above the lowest of the compared OMol25 structures with the same formula, charge and spin, the calculation gives 46.9 kcal per mole.

DFT (the ωB97M-V functional and the def2-TZVPD basis) results for C11H9O6S2Zr as an isolated structure at a distorted geometry.

Atoms and positions in Å:
Zr: -0.9903 -0.0140 0.9895
C: -1.8801 -0.7776 3.0984
C: -2.8043 -1.1590 2.0917
C: -3.3501 0.0240 1.5273
C: -2.7606 1.1348 2.1823
C: -1.8487 0.6400 3.1519
H: -1.3916 -1.4447 3.7915
H: -3.1380 -2.1649 1.8902
H: -4.1643 0.0673 0.8213
H: -3.0558 2.1657 2.0665
H: -1.3439 1.2321 3.8992
O: -0.5063 1.7252 0.0644
S: -0.5920 1.1052 -1.3067
O: -1.0637 1.9483 -2.3334
O: -1.4447 -0.0972 -0.9920
C: 1.0260 0.4706 -1.7191
C: 1.5216 0.9208 -2.9322
C: 2.7563 0.4830 -3.3938
C: 3.4976 -0.4126 -2.6442
C: 3.0133 -0.8676 -1.4245
C: 1.7852 -0.4350 -0.9521
S: 1.3344 -1.0979 0.6444
O: -0.0235 -1.7374 0.5065
O: 2.3614 -1.9301 1.1344
O: 0.9710 0.0847 1.5071
H: 0.9225 1.6136 -3.5065
H: 3.1299 0.8457 -4.3410
H: 4.4564 -0.7622 -3.0004
H: 3.5823 -1.5609 -0.8207

As for the charge: +1. Its total energy is -1719.29505 hartree.

DFT (the ωB97M-V functional and the def2-TZVPD basis) results for C17H29Cl12Cs2NO4S as an isolated structure at a distorted geometry.

Atoms and positions in Å:
Cs: -3.4293 0.1249 -3.4511
Cs: -2.5203 -3.4681 1.4400
S: -1.6658 -0.7285 -0.5196
O: -1.7116 -0.5944 0.9328
O: -0.4634 -1.4087 -0.9992
O: -2.8842 -1.4307 -0.9184
O: -1.6951 0.5953 -1.1416
Cl: 3.0397 -2.4118 -4.7687
C: 2.0740 -3.8339 -4.2106
C: 0.7987 -3.5328 -3.4575
Cl: -0.6318 -3.1781 -4.5216
H: 2.6471 -4.4567 -3.5764
H: 1.8114 -4.3953 -5.1521
H: 0.9053 -2.6860 -2.7824
H: 0.5447 -4.3492 -2.8345
Cl: -0.8757 3.9692 1.4687
C: -1.1900 2.2448 1.5677
C: 0.1414 1.3960 1.6815
Cl: 1.0781 1.7994 3.1512
H: -1.8162 1.9295 0.6947
H: -1.7831 2.0222 2.4464
H: 0.8563 1.3857 0.8250
H: -0.1781 0.3583 1.6790
Cl: 2.3058 -2.5383 3.5714
C: 1.0505 -2.3322 2.2187
C: 1.4861 -2.9236 0.8777
Cl: 1.0299 -4.6447 0.6782
H: 0.7024 -1.2857 2.2189
H: 0.1969 -2.9469 2.5622
H: 2.5551 -2.8381 0.7188
H: 0.9226 -2.3274 0.1729
Cl: 0.5726 1.1129 -4.6889
C: 0.9796 0.5773 -3.0594
C: 0.7381 1.6866 -2.0342
Cl: 1.5600 3.1810 -2.4377
H: 2.0216 0.2668 -2.9806
H: 0.2635 -0.1794 -2.6984
H: 1.1141 1.2853 -1.0486
H: -0.2843 1.8387 -1.8401
Cl: -3.4555 3.7114 -3.7919
C: -2.1284 3.9450 -2.5426
C: -2.0035 5.2828 -1.8866
Cl: -3.3232 5.6976 -0.7770
H: -1.2363 3.7866 -3.0977
H: -2.1634 3.1634 -1.8076
H: -1.9235 6.0621 -2.6142
H: -1.0688 5.2250 -1.3422
Cl: 4.7069 -1.9192 -0.3073
C: 3.7221 -0.7230 -1.2180
C: 4.2265 0.6913 -0.9952
Cl: 4.0102 1.1462 0.7080
H: 2.7063 -0.8485 -0.8821
H: 3.6985 -1.1017 -2.2571
H: 3.7049 1.4109 -1.5863
H: 5.2708 0.7833 -1.2510
N: -3.2546 -0.8645 3.9388
C: -1.9715 -1.0293 3.8796
C: -1.0562 -0.6568 4.8567
C: -1.5485 -0.0413 5.9687
C: -2.9176 0.2625 5.9818
C: -3.7267 -0.1336 4.9635
H: -1.6064 -1.5018 3.0072
H: -0.0121 -0.9015 4.7884
H: -0.8777 0.3206 6.7428
H: -3.2746 0.8383 6.8092
H: -4.7646 0.1107 4.9275

Its total energy is -6981.76507 hartree.

DFT (the ωB97M-V functional and the def2-TZVPD basis) results for C23H27AsN7O2PdS as an isolated structure at a distorted geometry.

Atoms and positions in Å:
Pd: -0.7367 0.5565 -1.0833
O: -1.6521 0.7500 1.0090
N: -0.8779 1.4148 1.8161
N: 0.3382 1.3946 1.4791
O: 0.7926 0.7403 0.4047
C: 1.3202 2.0449 2.3438
C: 2.6451 1.6765 2.2135
C: 3.5905 2.2703 3.0425
C: 3.2016 3.2204 3.9700
C: 1.8647 3.5793 4.0807
C: 0.9085 2.9855 3.2712
H: 2.9294 0.9383 1.4774
H: 4.6318 1.9914 2.9544
H: 3.9414 3.6865 4.6071
H: 1.5648 4.3352 4.7940
H: -0.1356 3.2557 3.3478
N: -1.3100 -3.3419 -2.6807
C: -0.3078 -3.8267 -1.8360
C: 0.1728 -5.0862 -1.5971
C: 1.2289 -5.2548 -0.6450
C: 1.7542 -4.1948 0.0025
C: 1.2788 -2.7995 -0.1973
C: 0.2036 -2.6936 -1.1914
N: -0.4642 -1.6044 -1.5862
C: -1.3737 -2.0276 -2.4990
C: -2.2340 -1.0784 -3.1507
C: -3.1574 -1.2675 -4.1307
S: -3.8525 0.2151 -4.5601
C: -2.8794 1.0160 -3.4149
N: -2.0786 0.2330 -2.7523
H: -1.8804 -3.8904 -3.3092
H: -0.2346 -5.9501 -2.1150
H: 1.6235 -6.2466 -0.4700
H: 2.5842 -4.3392 0.6857
H: 0.7493 -2.4833 0.7300
H: -3.4726 -2.1873 -4.6007
H: -2.9309 2.0854 -3.2569
C: -1.8144 -2.9256 2.4495
As: -0.8441 -1.4011 1.8066
C: 2.4324 -1.7763 -0.3479
C: -0.0987 -0.8548 3.4678
H: -1.2158 -3.5158 3.1471
H: -2.1831 -3.5376 1.6302
H: -2.6855 -2.5510 3.0085
H: 3.0823 -1.8171 0.5244
H: 2.0359 -0.7746 -0.4539
H: 3.0258 -2.0215 -1.2283
H: 0.1648 -1.7181 4.0804
H: -0.8830 -0.2945 3.9998
H: 0.7500 -0.1896 3.3189
C: 0.9615 3.1751 -2.5077
C: -0.4197 3.3629 -1.9871
N: -1.0813 2.5294 -1.1936
C: -2.3088 3.1055 -0.8804
C: -2.3729 4.3082 -1.4852
N: -1.1806 4.4500 -2.1743
H: 1.3271 2.1962 -2.2104
H: 1.6300 3.9280 -2.0895
H: 1.0034 3.2612 -3.5933
H: -3.0102 2.6281 -0.2182
H: -3.1366 5.0671 -1.4793
H: -0.9241 5.2485 -2.7372

As for the charge: +3. For the energy above the lowest of the compared OMol25 structures with the same formula, charge and spin, the calculation gives 62.8 kcal per mole.